Entry 1:
The following is a DFT calculation (the ωB97M-V functional and the def2-TZVPD basis) of a 12-piece molecular cluster, C3H29IO14S overall.

Output
total charge: 0
LUMO level: -0.27 eV
M: 448.22 g/mol
electronic energy: -1880.80433 Eh

Last column: Löwdin charge in e.
Cartesian coordinates (Å):
C (-1.028, -1.187, 0.116)  -0.23
H (6.661, 0.936, -1.202)  0.04
C (0.429, -0.942, -0.666)  -0.60
O (-4.754, 3.377, -2.201)  -0.07
O (-2.630, 2.964, -0.016)  -0.33
H (0.130, 0.437, -4.169)  -0.13
O (-3.594, 1.370, 5.627)  -0.07
H (-1.183, 0.233, 3.972)  0.03
H (-4.528, 1.619, 5.693)  0.04
O (1.899, -2.767, 1.657)  -0.05
O (2.932, -1.418, -4.955)  -0.11
O (0.293, 0.964, -4.966)  -0.11
H (4.747, -4.182, -0.386)  0.03
H (0.624, 1.809, -4.624)  0.04
H (-5.359, 3.983, -1.748)  0.04
H (3.642, -3.390, 0.310)  -0.02
O (-5.066, 4.519, 3.021)  -0.07
H (-3.278, 1.848, 4.845)  0.00
H (3.199, 0.039, 0.652)  0.05
H (-0.720, -1.403, 1.249)  0.11
O (4.597, -3.386, 0.146)  -0.10
H (3.247, -0.941, -5.736)  0.04
O (2.814, -4.128, -1.520)  -0.08
H (-1.626, -2.065, -0.377)  0.10
O (2.905, 0.410, -0.193)  -0.07
O (6.116, 0.145, -1.079)  -0.06
H (0.627, 0.211, -0.633)  0.06
H (5.969, 0.107, -0.122)  0.04
H (-3.985, 3.329, -1.613)  -0.02
O (-3.203, 0.231, 0.519)  -0.34
H (-4.398, 3.998, 2.551)  -0.02
H (-1.727, 0.703, -0.989)  0.13
H (1.998, -1.169, -4.889)  -0.07
C (-1.794, 0.264, 0.094)  -0.29
H (1.880, -3.879, -1.454)  -0.01
H (-1.679, 3.041, 0.338)  0.11
H (-1.211, 0.957, 0.869)  0.12
O (-2.969, 2.066, 2.447)  -0.47
H (-5.901, 4.074, 2.809)  0.04
I (0.233, -1.639, -2.731)  0.99
S (-3.535, 1.872, 0.987)  1.06
H (-1.807, -1.138, 3.719)  0.05
O (-0.988, -0.636, 3.589)  -0.07
H (2.442, -2.451, 2.395)  0.06
H (3.129, -3.651, -2.302)  0.05
H (3.492, -0.001, -0.845)  0.04
H (1.327, -1.476, -0.118)  0.04
H (1.629, -3.656, 1.929)  0.06



Entry 2:
The following is a DFT calculation (the ωB97M-V functional and the def2-TZVPD basis) of a 11-piece molecular cluster, C3H29NO11 overall.

Output
total charge: 0
LUMO level: -0.11 eV
energy relative to the best compared isomer or geometry (same formula, charge and spin): 6.1435 eV
M: 255.26 g/mol
electronic energy: -1013.95225 Eh

Last column: Löwdin charge in e.
Cartesian coordinates (Å):
H (-0.805, -0.006, -1.552)  0.03
H (0.311, 1.681, 1.742)  0.02
H (0.625, -1.709, 2.300)  -0.03
H (3.529, -0.707, 0.123)  0.11
H (-2.257, -3.753, 0.210)  0.09
C (-0.619, -2.515, -0.203)  -0.50
H (-1.605, -3.978, -1.512)  0.10
H (-0.750, -0.700, 0.605)  0.10
H (1.045, 0.992, -3.250)  0.02
H (0.161, -3.123, 0.268)  0.14
H (2.170, 0.023, 0.367)  -0.04
H (-1.782, 1.106, 2.260)  0.02
H (2.884, 1.992, 1.916)  0.08
H (4.116, 1.263, 1.627)  -0.05
H (0.689, 3.887, 2.352)  0.09
H (-0.644, -0.762, -3.013)  0.01
O (1.483, -1.648, 2.510)  0.07
H (1.145, 0.248, 1.904)  0.09
H (2.053, -2.041, 1.987)  -0.04
O (2.511, -0.798, 0.044)  -0.10
O (0.651, 0.871, 1.266)  -0.15
H (0.337, 3.081, -0.589)  -0.06
O (3.302, 1.274, 1.402)  0.03
O (0.695, 3.051, 2.902)  -0.09
H (-0.049, 1.579, -0.157)  0.09
O (-3.332, -0.059, -0.551)  0.00
H (-2.228, 2.150, -3.238)  0.00
H (0.201, -2.601, -2.187)  0.13
O (-0.244, 2.471, -0.672)  -0.01
N (-0.833, -0.849, -2.103)  0.07
H (-3.257, 0.273, -1.445)  0.03
H (-0.297, 3.061, 2.951)  0.05
O (-1.190, -1.605, 0.645)  -0.06
H (-1.992, 1.165, 3.935)  0.15
C (0.006, -1.849, -1.411)  -0.21
O (-1.439, 1.889, -2.888)  0.01
H (2.158, 0.239, -2.603)  0.07
H (-2.847, -0.764, -0.364)  -0.10
H (-2.450, -2.498, -1.083)  0.07
C (-1.790, -3.287, -0.670)  -0.06
H (-1.095, 2.493, -2.292)  -0.04
O (1.880, 0.537, -3.565)  -0.13
O (-1.405, 1.388, 3.076)  -0.09
H (0.958, -1.461, -1.045)  0.07



Entry 3:
The following is a DFT calculation (the ωB97M-V functional and the def2-TZVPD basis) of C3H2AgFLiO3 as an isolated structure.

Output
total charge: +1
2S+1: 3
LUMO level (spin up / spin down): -4.82 / -8.65 eV
M: 219.85 g/mol
electronic energy: -595.24542 Eh

Last column: Löwdin charge in e.
Cartesian coordinates (Å):
Ag (-1.882, -1.803, 2.003)  0.48
C (-0.050, 0.015, -1.788)  0.14
C (0.907, 0.061, 1.777)  -0.40
H (0.727, -0.720, -1.997)  0.11
O (-0.486, -0.810, 0.414)  -0.14
F (-1.739, 0.783, -0.400)  0.11
O (1.570, 0.796, 1.121)  0.08
C (-0.744, -0.101, -0.634)  -0.50
Li (1.718, 1.382, -0.719)  0.84
O (0.400, -0.276, 2.794)  0.17
H (-0.421, 0.675, -2.571)  0.11



Entry 4:
The following is a DFT calculation (the ωB97M-V functional and the def2-TZVPD basis) of C3H2BaFO2 as an isolated structure.

Output
total charge: +2
2S+1: 2
LUMO level (spin up / spin down): -8.47 / -9.73 eV
energy relative to the best compared isomer or geometry (same formula, charge and spin): 0.0000 eV
M: 226.37 g/mol
electronic energy: -390.72202 Eh

Last column: Löwdin charge in e.
Cartesian coordinates (Å):
C (-2.087, -0.322, -0.156)  0.01
Ba (2.017, -0.119, 0.629)  2.01
O (-0.116, -1.441, 0.365)  -0.32
C (-1.308, -1.495, -0.005)  -0.18
C (3.700, 2.213, 0.014)  -0.12
H (-1.814, -2.452, -0.192)  0.16
H (-3.125, -0.309, -0.488)  0.16
O (4.293, 3.103, -0.309)  0.16
F (-1.559, 0.822, 0.142)  0.12



Entry 5:
The following is a DFT calculation (the ωB97M-V functional and the def2-TZVPD basis) of C3H2BaLiO3 as an isolated structure.

Output
total charge: 0
2S+1: 2
LUMO level (spin up / spin down): -0.65 / -0.65 eV
energy relative to the best compared isomer or geometry (same formula, charge and spin): 2.5355 eV
M: 230.31 g/mol
electronic energy: -374.02565 Eh

Last column: Löwdin charge in e.
Cartesian coordinates (Å):
C (0.220, -0.308, 0.159)  -0.14
C (1.570, -0.520, -0.082)  -0.47
Li (3.574, -1.437, -1.488)  0.76
H (-0.540, -1.088, 0.099)  0.11
O (2.035, -1.577, -0.654)  -0.34
O (-0.236, 1.013, -0.046)  -0.11
O (-2.342, 0.409, 0.352)  -0.32
H (1.528, -0.500, 1.171)  0.17
Ba (-4.297, 2.677, 0.385)  0.90
C (-1.513, 1.329, 0.105)  -0.54



Entry 6:
The following is a DFT calculation (the ωB97M-V functional and the def2-TZVPD basis) of C3H2BeO2 as an isolated structure.

Output
total charge: +2
LUMO level (spin up / spin down): -14.27 / -14.11 eV
energy relative to the best compared isomer or geometry (same formula, charge and spin): 0.1685 eV
M: 79.06 g/mol
electronic energy: -279.71372 Eh

Last column: Löwdin charge in e.
Cartesian coordinates (Å):
O (0.752, 0.446, -0.063)  0.17
C (-1.875, 1.908, 0.642)  0.14
H (-1.709, 2.124, -1.637)  0.10
C (-1.822, 1.934, -0.582)  0.13
C (-0.174, -0.268, -0.050)  -0.03
Be (1.522, 1.580, -0.028)  1.20
O (-1.544, -0.321, -0.002)  0.20
H (-1.847, 2.052, 1.710)  0.10



Entry 7:
The following is a DFT calculation (the ωB97M-V functional and the def2-TZVPD basis) of one molecule with the formula C3H2Br2O.

Output
total charge: 0
LUMO level: -0.64 eV
energy relative to the best compared isomer or geometry (same formula, charge and spin): 3.2192 eV
M: 213.86 g/mol
electronic energy: -5338.63205 Eh

Last column: Löwdin charge in e.
Cartesian coordinates (Å):
O (0.340, 0.146, -1.800)  -0.14
C (-1.583, 0.132, 1.598)  0.04
Br (1.525, -1.678, 0.002)  0.55
Br (1.623, 1.715, 0.147)  0.69
H (-2.546, 0.070, 2.033)  0.02
C (0.602, 0.173, -0.473)  -1.13
C (-0.836, 0.077, 0.655)  -0.13
H (0.875, -0.635, -2.162)  0.10



Entry 8:
The following is a DFT calculation (the ωB97M-V functional and the def2-TZVPD basis) of a 3-piece molecular cluster, C3H2Br2O overall.

Output
total charge: 0
LUMO level: -2.41 eV
energy relative to the best compared isomer or geometry (same formula, charge and spin): 5.0265 eV
M: 213.86 g/mol
electronic energy: -5338.56563 Eh

Last column: Löwdin charge in e.
Cartesian coordinates (Å):
O (-1.004, -0.812, -0.984)  -0.03
H (-1.033, 1.832, 2.522)  0.20
Br (-4.039, -0.533, -0.446)  0.35
H (0.333, 0.094, -0.311)  0.00
C (-1.930, -1.367, -0.592)  -0.85
Br (-2.122, -3.429, -0.078)  0.49
C (-0.546, 1.167, 1.293)  -0.08
C (0.203, 0.730, 0.525)  -0.09



Entry 9:
The following is a DFT calculation (the ωB97M-V functional and the def2-TZVPD basis) of one molecule with the formula C3H2Br2P2.

Output
total charge: 0
LUMO level: -0.67 eV
energy relative to the best compared isomer or geometry (same formula, charge and spin): 0.8605 eV
M: 259.81 g/mol
electronic energy: -5946.17594 Eh

Last column: Löwdin charge in e.
Cartesian coordinates (Å):
Br (2.303, -1.018, 0.308)  0.67
H (1.174, 1.680, 0.919)  0.11
Br (-3.983, -0.583, 0.109)  0.48
C (-2.021, -0.218, 0.362)  -1.27
H (-0.741, -1.538, -0.871)  -0.06
P (-1.500, 1.343, 0.782)  0.86
P (-0.866, -1.521, 0.441)  0.80
C (0.546, -0.373, 0.479)  -1.09
C (0.280, 0.922, 0.674)  -0.50



Entry 10:
The following is a DFT calculation (the ωB97M-V functional and the def2-TZVPD basis) of one molecule with the formula C3H2Br2S2.

Output
total charge: 0
LUMO level (spin up / spin down): -2.07 / -2.08 eV
energy relative to the best compared isomer or geometry (same formula, charge and spin): 3.6857 eV
M: 261.99 g/mol
electronic energy: -6059.74689 Eh

Last column: Löwdin charge in e.
Cartesian coordinates (Å):
C (-0.752, 0.466, -2.088)  -1.09
Br (-1.143, 0.493, -4.138)  0.48
Br (1.113, 2.476, 0.329)  0.68
C (-0.411, 1.470, 0.742)  -1.01
H (0.548, -1.149, -1.293)  0.04
S (-1.706, 1.941, -1.850)  0.42
S (-1.973, 1.849, 0.208)  0.52
C (-0.050, -0.281, -1.373)  -0.04
H (-0.330, 0.853, 1.621)  0.00



| no. | strongest force on any atom (eV/A) |
| --- | --- |
| 1 | 5.42 |
| 2 | 10.49 |
| 3 | 5.39 |
| 4 | 1.08 |
| 5 | 2.88 |
| 6 | 15.40 |
| 7 | 4.94 |
| 8 | 11.93 |
| 9 | 2.94 |
| 10 | 1.71 |